Record 1
ORCA calculation (ωB97M-V/def2-TZVPD) on a molecular structure, H36O22STl in a non-equilibrium geometry.

Each line ends with the Mulliken charge.
CARTESIAN COORDINATES (ANGSTROEM)
Tl1 3.30179 0.09709 -1.07052  1.182
S1 0.12062 -0.03220 0.18141  -0.482
O1 -1.31667 -1.49495 2.98617  -0.629
O2 -0.48929 0.68315 3.88039  -0.802
O3 2.20917 1.76543 -2.15180  -0.655
O4 3.53466 -0.95923 0.97183  -0.486
O5 -0.78392 -3.71708 1.26953  -0.674
O6 1.65485 -3.16402 -0.53916  -0.736
O7 1.45691 -0.03347 -0.37815  0.638
O8 -0.27438 1.32120 -3.21373  -0.802
O9 2.09383 -1.04227 -2.65159  -0.467
O10 -2.74346 -2.02957 -0.42782  -0.688
O11 -2.21492 -0.94885 -3.25346  -0.719
O12 0.16024 3.21013 1.67525  -0.882
O13 -3.27190 -0.04006 1.48675  -0.593
O14 -3.11124 0.65043 -1.41422  -0.793
O15 0.22127 0.68686 1.47653  -0.638
O16 -0.71736 0.66521 -0.73797  0.118
O17 -0.41919 -1.36162 0.43962  0.571
O18 2.35088 1.22089 2.80359  -0.740
O19 -0.29216 -2.72204 -2.45041  -0.602
O20 -0.79948 3.30675 -0.96927  -0.723
O21 3.19938 1.91433 0.34529  -0.609
O22 -2.31366 2.38934 1.76549  -0.693
H1 0.32650 2.22853 1.55645  0.487
H2 -1.49106 2.83109 1.64959  0.394
H3 1.37034 1.76982 -2.54796  0.243
H4 3.06318 1.63227 1.29001  0.207
H5 4.35864 -1.14526 1.45473  0.306
H6 2.89966 -1.49835 1.41345  0.234
H7 1.15773 -2.70691 0.14230  -0.133
H8 -1.47569 -0.63537 3.37080  0.601
H9 -0.85861 2.37232 -0.88789  0.227
H10 3.23280 2.85976 0.46319  0.326
H11 2.23335 -0.82634 -3.59699  0.294
H12 2.33072 2.64114 -1.73858  0.322
H13 -2.18631 0.75333 -1.06971  0.441
H14 1.41216 -1.70389 -2.59879  0.258
H15 0.24043 -3.17660 -1.84627  0.259
H16 -3.00087 -2.90828 -0.02511  0.331
H17 -0.56309 -3.35402 -3.12104  0.268
H18 -0.20860 0.76179 2.94639  0.528
H19 -3.16130 1.31915 -2.08820  0.326
H20 -2.58073 -0.58862 -2.41585  0.391
H21 -0.02942 -4.33451 1.38642  0.277
H22 -0.28804 3.44572 -1.76313  0.325
H23 -0.61715 0.84717 -2.41859  0.222
H24 -1.86662 -1.92006 -0.11303  0.405
H25 0.03057 3.58660 0.80258  0.466
H26 -3.04189 -0.44718 0.64091  0.204
H27 -2.74772 0.77579 1.55045  0.546
H28 -0.98484 -1.31391 2.08262  0.268
H29 -2.87854 2.80639 1.10155  0.275
H30 -0.31930 0.69418 -3.95671  0.330
H31 0.12761 0.05725 4.28704  0.354
H32 -1.47310 -1.51327 -3.02008  0.429
H33 2.05620 1.70769 3.58410  0.375
H34 2.43197 -3.52126 -0.08961  0.331
H35 -0.58856 -2.75446 1.15008  0.272
H36 1.53364 0.89287 2.40110  0.514

Atoms 1-3, force components in eV/Å:
0.8 0.4 -0.8
-1.7 0.3 3.0
0.2 -1.3 -0.9

Summary:
* E: -61145.9438 eV
* total charge: +1
* molecular weight: 624.72 g mol⁻¹
* HOMO: -11.636 eV


Record 2
ORCA calculation (ωB97M-V/def2-TZVPD) on a molecular structure, C11H34CuN8O5 in a non-equilibrium geometry.

Each line ends with the Mulliken charge.
CARTESIAN COORDINATES (ANGSTROEM)
Cu1 -0.05667 0.12634 0.15908  1.430
O1 0.95267 1.03426 -1.70610  -0.638
O2 -1.76034 0.49406 -1.84218  -0.041
O3 -1.87491 0.64757 1.14334  -0.257
O4 2.29622 -0.96838 0.57350  0.082
O5 -0.31964 -1.47887 1.60007  -0.121
N1 2.32280 1.03562 -3.37548  -0.385
N2 1.30334 2.88806 -2.94557  -0.418
N3 -1.81314 -2.64135 2.77434  -0.306
N4 -0.17951 -1.85402 -1.18843  -0.499
N5 0.24497 -2.94879 3.22756  -0.442
N6 -2.42127 2.81066 1.54944  -0.449
N7 1.20081 1.56535 1.26104  -0.442
N8 -3.86190 1.12488 1.76081  -0.403
C1 -0.65456 -2.26659 2.50732  0.389
C2 -1.45176 -1.84405 -1.96809  0.194
C3 2.80192 -0.15055 1.58108  -1.207
C4 -2.21996 1.76072 -2.30653  -0.912
C5 3.41650 2.11004 2.02321  -1.600
C6 -1.68832 -0.51429 -2.72175  -0.887
C7 2.81689 -2.27298 0.26129  -1.142
C8 -2.64230 1.48919 1.53581  0.553
C9 1.52738 1.61982 -2.60050  0.381
C10 -2.56280 -2.22438 -0.99768  -1.211
C11 2.60263 1.23706 1.10762  0.567
H1 -4.47259 1.92360 1.85675  0.150
H2 2.75236 1.44484 -4.19286  0.206
H3 -3.30643 1.69652 -2.36630  0.259
H4 -0.89636 -0.36994 -3.45665  0.416
H5 2.28832 0.02694 -3.33695  0.226
H6 -1.78833 2.44391 -1.57506  0.107
H7 3.90107 -2.19358 0.18161  0.438
H8 -2.68747 -2.38158 2.34057  0.203
H9 3.83787 -0.38979 1.82122  0.669
H10 3.01600 1.24596 0.09908  0.046
H11 -1.41020 -2.54707 -2.80004  0.407
H12 -0.11237 -3.52364 3.97720  0.141
H13 -2.72834 -1.60639 -0.11519  -0.134
H14 -1.68091 3.22031 0.99793  0.159
H15 1.23809 -2.85936 3.06689  0.164
H16 0.54768 -1.91013 -1.88711  0.191
H17 0.49150 3.41681 -2.66021  0.217
H18 2.95998 2.00480 3.00740  0.429
H19 1.07230 1.55875 2.26281  0.433
H20 3.46263 3.15587 1.71957  0.398
H21 2.44381 -0.39528 2.58106  0.314
H22 1.09978 2.56033 1.11998  0.361
H23 -4.19761 0.18845 1.58616  0.220
H24 2.58051 -2.95073 1.08158  0.345
H25 4.45436 1.80219 2.15040  0.420
H26 -3.49080 -2.16929 -1.56677  0.465
H27 2.73815 -2.66687 -0.75200  0.311
H28 1.72917 3.22537 -3.79703  0.173
H29 -1.73003 1.94584 -3.26246  0.435
H30 -3.18467 3.42369 1.79749  0.180
H31 -1.88124 -3.41775 3.41674  0.165
H32 -2.56051 -0.71298 -3.34457  0.529
H33 -2.55632 -3.23707 -0.59454  0.454
H34 0.09156 -2.73222 -0.76964  0.265

Atoms 1-3, force components in eV/Å:
0.9 -0.6 -0.2
-1.3 -1.0 2.6
-0.3 1.3 2.0

Summary:
* E: -78743.2351 eV
* total charge: +2
* spin multiplicity: 2
* molecular weight: 421.99 g mol⁻¹
* energy relative to the best compared isomer or geometry (same formula, charge and spin): 308.1 kJ/mol
* HOMO (spin up / spin down): -15.244 / -15.262 eV


Record 3
ORCA calculation (ωB97M-V/def2-TZVPD) on C5H7N in the gas phase.

Each line ends with the Mulliken charge.
CARTESIAN COORDINATES (ANGSTROEM)
N1 -1.68022 -1.44344 -0.35285  -0.618
C1 1.73388 0.04921 0.11319  -1.296
C2 -1.66153 1.80885 -0.01580  -0.697
C3 -0.41165 -1.30736 -0.31801  -0.128
C4 0.23643 -0.02446 -0.02566  0.614
C5 -0.59111 1.01664 0.11188  0.108
H1 -1.92828 -2.40127 -0.59787  0.239
H2 2.09110 -0.54960 0.96019  0.287
H3 -0.24502 2.15292 0.21450  0.199
H4 -2.13898 2.08245 0.93599  0.223
H5 2.07258 1.07788 0.27077  0.372
H6 2.23301 -0.32823 -0.78781  0.319
H7 0.28979 -2.13361 -0.50854  0.378

Atoms 1-3, force components in eV/Å:
0.3 -0.2 0.0
0.1 0.0 0.0
0.4 -0.2 0.1

Summary:
* E: -6783.7193 eV
* molecular weight: 81.12 g mol⁻¹
* energy relative to the best compared isomer or geometry (same formula, charge and spin): 462.5 kJ/mol
* HOMO: -7.981 eV


Record 4
ORCA calculation (ωB97M-V/def2-TZVPD) on a molecular structure, C54H84CrN3O4 in a non-equilibrium geometry.

Each line ends with the Mulliken charge.
CARTESIAN COORDINATES (ANGSTROEM)
Cr1 0.27177 -0.48819 0.95081  2.362
O1 0.97371 -0.93663 -0.84037  -0.649
O2 -1.81382 0.70785 0.10816  0.039
O3 0.56397 1.57940 0.62138  1.001
O4 2.03795 0.34006 2.29230  0.296
N1 -0.43560 -0.56942 3.03771  1.245
N2 -1.41725 -2.07735 0.72865  1.503
N3 1.07880 -2.45604 1.89336  1.164
C1 -0.37705 -0.70575 -3.41333  -1.120
C2 2.61332 3.58850 3.76098  -0.517
C3 2.73794 -5.99017 -2.69836  2.175
C4 1.13606 5.15188 5.14567  2.135
C5 4.80807 0.89359 3.07623  -1.417
C6 1.26868 2.50869 -1.48269  -0.967
C7 1.38956 3.86725 4.36681  -0.312
C8 1.00339 -1.30826 -3.70613  3.005
C9 -0.25521 5.70932 4.81414  -1.699
C10 -5.57512 -0.84781 -3.85566  1.997
C11 2.86349 2.42977 3.05751  -0.277
C12 -2.07010 -2.11636 -0.58896  -1.345
C13 2.25182 -4.62485 -2.23191  -1.107
C14 1.52327 -2.10513 3.23605  -1.570
C15 0.19062 -3.60788 1.93171  -1.907
C16 0.77369 2.58230 -0.05929  0.418
C17 2.34518 -4.27852 -0.88903  -0.749
C18 1.93057 -3.05088 -0.41225  0.562
C19 1.96481 -7.09242 -1.96158  -1.707
C20 0.53131 -1.17205 3.96147  -1.037
C21 -2.34314 -1.58363 1.73837  -0.720
C22 4.22164 2.15103 2.41962  2.592
C23 1.83531 1.44128 2.91902  0.134
C24 -4.61913 -0.44907 -2.73868  -0.118
C25 -2.92395 -0.97633 -1.08910  0.851
C26 2.07675 -0.21266 -3.61586  -1.413
C27 0.96913 -1.81253 -5.15449  -2.693
C28 1.77320 -3.64592 -3.09970  -0.139
C29 -3.52651 1.33644 -1.46356  -0.029
C30 -2.30783 3.36906 -2.18277  -1.875
C31 1.38982 -2.06784 -1.29337  -0.126
C32 -0.96919 -3.45264 0.94596  -1.480
C33 -4.39804 0.89255 -2.43937  -0.704
C34 2.15971 6.24648 4.82492  -2.045
C35 1.19615 4.84667 6.64853  -1.714
C36 -3.86591 -1.36195 -2.02436  -0.716
C37 2.53823 -6.20883 -4.19997  -2.231
C38 -3.04171 3.21613 0.18515  -1.450
C39 -6.94577 -0.18475 -3.65946  -1.745
C40 -5.79598 -2.36198 -3.92436  -2.144
C41 4.03558 1.92195 0.91382  -1.230
C42 -2.68828 0.39165 -0.77104  -0.946
C43 0.40004 2.89718 4.25378  -0.633
C44 5.23649 3.28645 2.59739  -2.507
C45 0.58749 3.97127 0.50800  -1.648
C46 0.58450 1.72464 3.54230  0.475
C47 1.36830 -2.39014 -2.69066  -0.414
C48 -0.64692 0.84830 3.36341  -1.877
C49 -1.69641 -1.32842 3.09687  -2.164
C50 -3.41241 2.84728 -1.25447  2.798
C51 4.23971 -6.12848 -2.40532  -1.720
C52 2.23524 -2.67432 1.01538  -1.122
C53 -4.73032 3.58410 -1.56834  -2.267
C54 -4.97122 -0.40304 -5.19534  -1.627
H1 -6.52071 -2.59934 -4.70278  0.461
H2 -0.19069 -3.74219 2.94763  0.645
H3 3.76946 2.86161 0.43380  0.294
H4 -2.82104 4.28306 0.24457  0.545
H5 0.74180 -4.52505 1.66857  0.548
H6 1.70071 -3.00929 3.84325  0.566
H7 0.22923 -2.60012 -5.27747  0.450
H8 3.12385 -5.49799 -4.77694  0.395
H9 1.56382 4.43616 0.64773  0.329
H10 3.15140 5.98190 5.18167  0.348
H11 2.30456 -8.07712 -2.28014  0.455
H12 -5.57628 3.07129 -1.11330  0.380
H13 -0.61523 -3.83022 -0.01751  0.674
H14 -6.17471 -2.74039 -2.97843  0.384
H15 -2.71052 -3.01950 -0.61583  0.449
H16 0.09461 3.91020 1.47289  0.063
H17 2.86445 -7.21247 -4.47012  0.454
H18 -7.64152 -0.49595 -4.43901  0.476
H19 -0.36455 5.81563 3.73773  0.313
H20 -3.99676 -0.86780 -5.32841  0.274
H21 6.15386 3.02979 2.06760  0.431
H22 -3.86513 2.98707 0.86158  0.388
H23 -0.39773 6.68299 5.28424  0.459
H24 0.69239 -0.98671 -5.80819  0.458
H25 5.47754 3.42830 3.64929  0.418
H26 0.00539 4.59502 -0.16684  0.432
H27 1.77820 0.66144 -4.19390  0.446
H28 -4.83487 0.67431 -5.21978  0.306
H29 3.40283 4.31635 3.85085  0.482
H30 4.95242 1.54650 0.46130  0.619
H31 1.93942 -2.18000 -5.48101  0.493
H32 5.75232 0.61824 2.60867  0.487
H33 4.44412 -6.07248 -1.33994  0.319
H34 -2.50528 3.08614 -3.21590  0.230
H35 1.86902 7.17734 5.31009  0.448
H36 2.31803 2.20635 -1.49902  0.324
H37 4.61626 -7.08188 -2.77509  0.484
H38 0.70317 1.74337 -2.00831  -0.203
H39 -2.16732 2.65220 0.49364  -0.254
H40 0.47234 4.07925 6.91246  0.333
H41 -6.86740 0.89726 -3.69020  0.305
H42 1.49031 -6.10745 -4.46922  0.408
H43 -1.23764 1.26876 2.54256  0.183
H44 -0.42183 -0.30687 -2.40448  -0.890
H45 2.88417 -3.45940 1.44966  0.538
H46 4.86261 4.22107 2.18409  0.436
H47 2.21537 0.07775 -2.57991  -0.159
H48 2.09714 -7.01893 -0.88608  0.315
H49 -1.36230 2.93575 -1.87476  0.385
H50 3.23822 1.20310 0.74400  -0.517
H51 -2.43587 -0.80559 3.72753  0.587
H52 -1.03517 5.04626 5.17788  0.357
H53 -1.50891 -2.29587 3.57059  0.475
H54 -4.93864 1.62730 -3.01766  0.322
H55 2.78159 -4.97850 -0.18681  0.496
H56 -1.81157 -4.09139 1.27274  0.416
H57 -2.71895 -0.63389 1.36522  0.373
H58 -0.57190 3.05997 4.70579  0.319
H59 0.90286 -7.00537 -2.17922  0.380
H60 -3.19334 -2.27993 1.87381  0.387
H61 2.18295 4.48462 6.92636  0.321
H62 4.10713 0.07203 2.96751  -0.074
H63 1.73793 -3.87376 -4.15032  0.725
H64 4.97972 1.07619 4.13680  0.330
H65 -3.98778 -2.42141 -2.20403  0.434
H66 2.78002 -1.72503 1.00617  -0.310
H67 2.20729 6.42063 3.75327  0.404
H68 -4.68527 4.59298 -1.15684  0.475
H69 -1.24547 0.92439 4.29405  0.662
H70 0.97885 5.74228 7.22943  0.472
H71 1.16735 3.46977 -1.98381  0.573
H72 0.01173 -1.70292 4.77497  0.862
H73 -5.61499 -0.69389 -6.02551  0.469
H74 2.46334 -1.56754 3.13706  0.187
H75 -7.35907 -0.46644 -2.69363  0.367
H76 -2.23784 4.45610 -2.12628  0.477
H77 -4.87015 -2.87750 -4.16374  0.358
H78 -0.59198 0.09927 -4.11611  0.769
H79 -4.91743 3.67880 -2.63665  0.395
H80 1.10715 -0.37211 4.42553  0.301
H81 4.78827 -5.32798 -2.89633  0.349
H82 -1.25845 -2.27042 -1.30803  0.028
H83 -1.15473 -1.46023 -3.52317  0.409
H84 3.02538 -0.57868 -4.00753  0.417

Atoms 1-3, force components in eV/Å:
-0.1 -0.4 0.0
0.1 0.9 0.1
0.7 0.1 0.1

Summary:
* E: -98448.4200 eV
* total charge: -1
* spin multiplicity: 5
* molecular weight: 891.28 g mol⁻¹
* HOMO (spin up / spin down): -3.696 / -4.047 eV